Record 1
Formula: C20H12O3
Source: the OMol25 dataset
Level of theory: the ωB97M-V functional and the def2-TZVPD basis

Computed properties:
LUMO: -0.0191 Ha
Electronic energy: -27075.125 eV
Maximum force: 4.63 eV/A
Highest occupied orbital energy: -6.6917 eV
Charge: 0
Spin multiplicity: 1
Orbital gap: 0.2268 hartree

Each line ends with the Mulliken charge.
Geometry (Å):
O  0.5857  -3.1308  -1.4180  -0.6467
C  0.5408  -2.0322  -0.5828  0.0723
C  -0.2327  -0.9158  -0.9565  -0.0557
C  -0.8755  -0.8718  -2.2198  1.5053
O  -0.8609  -1.8786  -3.1308  -0.6732
C  -1.6221  0.2236  -2.6340  -0.6033
C  -1.7970  1.3008  -1.7735  0.1978
C  -2.5752  2.4056  -2.1794  -0.8574
C  -2.7425  3.5093  -1.3491  -0.6936
C  -2.1198  3.5071  -0.0869  -0.5544
C  -1.3577  2.4293  0.3282  0.9916
C  -0.7951  2.4102  1.6044  -1.3763
C  0.0221  1.3673  1.9687  -0.5786
C  0.2809  0.2648  1.1608  0.2125
C  -0.3587  0.1959  -0.1003  1.0613
C  -1.1844  1.2989  -0.4949  -0.8729
C  1.1874  -0.8753  1.6212  1.1670
C  2.3718  -0.6492  2.5187  -0.9950
C  3.4312  -1.5251  2.5533  -0.4801
C  3.4483  -2.7478  1.7510  -0.4087
C  2.4318  -3.0406  0.9009  -1.0961
C  1.2439  -2.1564  0.7397  0.9986
O  0.4406  -2.0255  1.9217  -0.4945
H  -0.0352  -2.9172  -2.1343  0.3816
H  -1.5443  -1.6942  -3.7915  0.3092
H  -2.1126  0.2267  -3.5992  0.2916
H  -3.1025  2.3568  -3.1290  0.3394
H  -3.4237  4.3234  -1.6336  0.3560
H  -2.2071  4.4030  0.4926  0.4047
H  -0.9729  3.2403  2.3161  0.3261
H  0.4400  1.4212  2.9644  0.3431
H  2.4324  0.2787  3.1200  0.2181
H  4.3098  -1.3639  3.1799  0.3754
H  4.2802  -3.4468  1.8106  0.3848
H  2.4729  -3.8918  0.2614  0.4501


Record 2
Formula: C20H13ClN2O3
Source: the OMol25 dataset
Level of theory: the ωB97M-V functional and the def2-TZVPD basis

Computed properties:
LUMO: -0.0209 Ha
Electronic energy: -42595.950 eV
Maximum force: 0.97 eV/A
Highest occupied orbital energy: -8.8676 eV
Charge: 0
Spin multiplicity: 1
Orbital gap: 0.3050 hartree

Each line ends with the Mulliken charge.
Geometry (Å):
C  2.6645  0.3408  -2.9405  -0.6865
O  3.3097  -0.3452  -1.8929  -0.4541
C  2.5484  -0.9623  -0.9540  0.5872
C  3.2439  -1.6920  0.0148  -0.6098
C  2.5580  -2.3600  1.0071  -0.6760
C  1.1747  -2.3205  1.0587  -1.0791
C  0.4736  -1.5868  0.1075  0.7189
C  -0.9803  -1.4333  0.1824  -0.0114
C  -1.8391  -2.3857  0.7368  -0.7960
C  -3.1875  -2.1009  0.8235  -0.6991
C  -3.6613  -0.8575  0.3988  0.1956
C  -5.0188  -0.4982  0.5269  0.1278
N  -6.1229  -0.2184  0.6530  -0.5233
C  -2.7166  0.0317  -0.1468  0.5357
O  -3.1355  1.2484  -0.5714  -0.3895
C  -2.2580  2.2937  -0.7283  0.1972
O  -2.5567  3.1903  -1.4598  -0.5470
C  -0.9991  2.2300  0.0598  0.3450
C  -0.9910  1.8870  1.4102  -0.1124
C  0.2048  1.7667  2.0883  -0.8022
C  1.3973  1.9951  1.4154  0.3927
Cl  2.8929  1.7627  2.2361  -0.2177
C  1.4000  2.4052  0.0911  -0.6316
C  0.1988  2.5316  -0.5805  -0.4437
N  -1.4488  -0.2753  -0.2817  0.0281
C  1.1639  -0.9080  -0.8966  0.0756
H  2.0641  1.1751  -2.5664  0.1700
H  2.0274  -0.3306  -3.5244  0.3367
H  3.4621  0.7235  -3.5753  0.2600
H  4.3207  -1.7144  -0.0349  0.4594
H  3.1064  -2.9159  1.7526  0.4066
H  0.6506  -2.8266  1.8542  0.4002
H  -1.4583  -3.3359  1.0728  0.4980
H  -3.8830  -2.8191  1.2324  0.5149
H  -1.9216  1.7082  1.9303  0.4728
H  0.2189  1.4860  3.1296  0.4816
H  2.3360  2.6140  -0.4031  0.4769
H  0.1753  2.8431  -1.6140  0.4759
H  0.5863  -0.3465  -1.6117  0.5230


Record 3
Formula: C20H13IIrN2O6
Source: the OMol25 dataset
Level of theory: the ωB97M-V functional and the def2-TZVPD basis

Computed properties:
LUMO (spin up / spin down): -0.0410 / -0.0449 Ha
Electronic energy: -47150.388 eV
Maximum force: 1.55 eV/A
Energy relative to the best compared isomer or geometry (same formula, charge and spin): 0.000 eV
Highest occupied orbital energy (spin up / spin down): -7.5322 / -8.1941 eV
Charge: 0
Spin multiplicity: 2
Orbital gap (spin up / spin down): 0.2358 / 0.2563 hartree

Each line ends with the Mulliken charge.
Geometry (Å):
Ir  0.4044  -0.7097  0.0040  0.8926
O  0.8509  0.8275  1.1688  -0.5118
C  0.3171  1.9507  1.1300  0.0378
C  -0.7385  2.3922  0.2904  0.4450
C  -1.1994  3.7079  0.4949  -0.6136
C  -2.2289  4.1888  -0.2547  -0.4398
C  -2.8505  3.3981  -1.2385  -0.4347
C  -2.4189  2.1246  -1.4600  -0.6077
C  -1.3426  1.5711  -0.7119  0.8763
O  -0.9631  0.3809  -1.0127  -0.8112
N  -2.6995  5.5566  -0.0275  1.0230
O  -3.6160  5.9554  -0.7186  -0.6214
O  -2.1452  6.2113  0.8342  -0.6210
H  0.7178  2.6765  1.8417  0.4158
H  -0.7452  4.3383  1.2476  0.5013
H  -3.6707  3.8158  -1.8042  0.4895
H  -2.8778  1.4974  -2.2109  0.4742
I  7.9684  -3.8951  -3.2838  0.1103
C  6.1461  -3.1833  -2.5619  0.0172
C  5.0624  -3.0825  -3.4245  -0.4722
C  3.8504  -2.6229  -2.9386  -0.4419
C  3.7300  -2.2601  -1.6018  0.0944
C  4.8226  -2.3559  -0.7477  -0.3883
C  6.0356  -2.8231  -1.2255  -0.4752
C  2.4286  -1.7775  -1.0954  1.0465
O  2.3771  -1.2582  0.0978  -0.6385
O  1.3785  -1.8533  -1.7745  -0.7116
H  5.1649  -3.3600  -4.4643  0.3701
H  2.9877  -2.5433  -3.5862  0.4230
H  4.7148  -2.0648  0.2881  0.4368
H  6.8884  -2.9047  -0.5661  0.3696
N  -0.9118  -1.6268  1.0079  -0.5763
C  -2.0373  -1.3237  1.6973  0.4122
C  -2.5602  -0.0337  1.9215  0.2691
C  -3.7133  0.1322  2.6652  -0.6518
C  -4.3737  -0.9659  3.2048  -0.4642
C  -3.8724  -2.2482  2.9843  -0.4602
C  -2.7261  -2.4338  2.2428  -0.5388
H  -2.0645  0.8291  1.5112  0.2047
H  -4.1040  1.1296  2.8256  0.3869
H  -5.2686  -0.8261  3.7962  0.3848
H  -4.3869  -3.1079  3.3941  0.3555
H  -2.3306  -3.4236  2.0607  0.4439


Record 4
Formula: C20H14AlBeBr3Cl2F2LiN3O10
Source: the OMol25 dataset
Level of theory: the ωB97M-V functional and the def2-TZVPD basis

Computed properties:
LUMO: -0.4072 Ha
Electronic energy: -293693.643 eV
Maximum force: 3.60 eV/A
Highest occupied orbital energy: -12.4775 eV
Charge: +2
Spin multiplicity: 1
Orbital gap: 0.0513 hartree

Each line ends with the Mulliken charge.
Geometry (Å):
O  5.2409  -0.9051  -2.7250  -0.5439
C  4.4240  -0.5214  -1.8776  0.3656
N  4.6380  -0.0744  -0.5845  0.0987
C  3.4598  0.5458  -0.0361  -0.0968
O  3.3203  1.1319  0.9851  -0.4692
C  2.3661  0.2536  -1.0530  -0.9655
C  1.0139  0.5124  -1.0253  0.6470
C  0.2328  0.1022  -2.0969  0.4601
N  -1.2146  0.2906  -2.1788  0.1418
C  -1.7373  0.9662  -1.0151  0.3680
O  -1.8071  0.4249  0.0475  -0.3900
F  -2.1871  2.2019  -1.1314  -0.3009
C  -1.8072  -1.0358  -2.1326  0.6573
O  -2.8299  -1.3348  -2.6534  -0.5321
F  -1.1274  -1.9696  -1.4570  -0.1894
C  0.8141  -0.5660  -3.1914  -0.2644
C  2.1727  -0.8268  -3.2280  -0.9024
C  2.9423  -0.4087  -2.1448  0.0214
H  4.8553  -0.9520  -0.0830  0.3195
H  0.5857  1.0359  -0.1680  0.8757
H  0.1757  -0.8734  -4.0242  0.5357
H  2.6403  -1.3519  -4.0614  0.4651
Cl  5.5285  2.1558  -1.3357  -0.6994
Li  7.3878  1.2511  -0.6772  0.8713
Al  6.4385  -2.3924  -3.1799  0.3485
C  -0.6280  5.5429  -0.1421  -0.2234
Br  -0.8014  6.4703  1.5349  0.0380
Br  -0.4156  6.7622  -1.6219  -0.0137
Br  0.8029  4.2477  -0.1032  0.0776
H  -1.5504  5.0017  -0.3043  0.1920
Cl  -5.0093  -0.7022  -2.0042  0.2853
C  9.7789  0.4244  2.4551  0.7060
O  8.9865  0.6380  1.4923  -0.4939
O  9.8876  1.4579  3.3282  -0.4063
O  10.4355  -0.5915  2.6712  -0.4040
H  9.2658  2.0558  2.8707  0.3127
C  -6.1331  1.1059  1.6879  -0.9250
C  -5.6541  0.6209  0.4067  0.5569
N  -5.2680  0.2573  -0.6065  0.0468
H  -6.6914  2.0316  1.5443  0.3682
H  -6.7847  0.3516  2.1317  0.3217
H  -5.2868  1.2921  2.3501  0.3174
C  -4.5434  -3.1281  1.2916  0.0146
C  -3.8117  -4.0748  1.8718  -0.4270
C  -4.3830  -4.9470  2.9302  0.2499
O  -3.7175  -5.8050  3.4582  -0.4873
C  -5.7992  -4.7202  3.3107  -0.4364
C  -6.5280  -3.7709  2.7268  -0.3763
C  -5.9565  -2.9046  1.6744  0.5559
O  -6.6271  -2.0351  1.1381  -0.5858
H  -4.1435  -2.4825  0.5182  0.2261
H  -2.7778  -4.2537  1.6051  0.4234
H  -6.1997  -5.3649  4.0825  0.4302
H  -7.5622  -3.5906  2.9915  0.4337
O  2.9722  7.6738  -1.9117  -0.1866
H  2.0025  7.5374  -1.9751  0.3159
Be  6.6141  -2.7602  -0.3752  0.2718


Record 5
Formula: C20H14BCl2NO6PbS2
Source: the OMol25 dataset
Level of theory: the ωB97M-V functional and the def2-TZVPD basis

Computed properties:
LUMO: 0.1180 Ha
Electronic energy: -87381.952 eV
Maximum force: 3.64 eV/A
Energy relative to the best compared isomer or geometry (same formula, charge and spin): 0.000 eV
Highest occupied orbital energy: -0.1939 eV
Charge: -2
Spin multiplicity: 1
Orbital gap: 0.1251 hartree

Each line ends with the Mulliken charge.
Geometry (Å):
Pb  13.7293  8.1910  11.4381  0.6857
Cl  15.5283  9.1922  14.4485  -0.1461
C  14.3409  10.5404  14.4924  -0.1355
Cl  14.2850  11.3164  12.8035  -0.1451
H  14.6794  11.2246  15.2559  0.3653
H  13.3600  10.0947  14.6853  0.0499
S  15.9742  6.3127  10.6699  -0.5116
C  15.8151  6.4812  8.9897  0.0952
C  16.9735  6.4045  8.1182  -0.5475
C  16.8924  6.5070  6.7689  -0.4262
C  15.6023  6.3989  6.1473  -0.4628
C  14.4443  6.4362  6.9203  -0.8020
C  14.4884  6.5936  8.3335  0.6532
S  13.0244  6.9157  9.0625  -0.5558
H  17.9164  6.4230  8.6817  0.2659
H  17.7641  6.6567  6.1318  0.3198
H  15.4771  6.1299  5.1157  0.3108
H  13.4175  6.4349  6.5254  0.2560
O  11.2972  9.2103  13.6646  -0.6701
C  10.8263  8.5031  12.7798  0.5691
O  11.5011  7.9695  11.8288  -0.5928
C  9.3667  8.0605  12.8743  0.1507
C  8.6795  7.6834  11.7009  -0.6359
C  7.4939  7.0339  11.7556  -0.4773
C  6.8845  6.7260  13.0014  -0.4887
C  7.5603  7.0968  14.1842  0.1944
C  8.7482  7.8828  14.1349  -0.2373
N  7.0325  6.7502  15.4544  0.9076
O  7.7798  6.8599  16.4633  -0.5850
O  5.8612  6.4041  15.4703  -0.6084
H  9.0846  7.8343  10.7330  0.5309
H  7.0534  6.6813  10.8336  0.3752
H  6.0296  6.0590  13.0981  0.3831
H  9.2808  8.3242  15.0062  0.4119
O  13.2355  10.2598  8.6537  -0.6573
B  12.6192  9.6930  9.8131  0.2936
O  11.3342  10.2795  10.0596  -0.2431
C  11.1111  11.1515  8.9870  0.5395
C  9.9850  11.8598  8.6948  -0.9308
C  10.0966  12.6070  7.4695  -0.4969
C  11.2506  12.6466  6.7200  -0.3865
C  12.4254  11.9100  7.0543  -0.8699
C  12.2960  11.1753  8.2075  0.7252
H  9.1069  11.9437  9.3318  0.4494
H  9.2253  13.1612  7.1697  0.3506
H  11.3140  13.2475  5.7880  0.2794
H  13.3083  11.9215  6.4281  0.4504


Record 6
Formula: C20H14BrCrF2O10
Source: the OMol25 dataset
Level of theory: the ωB97M-V functional and the def2-TZVPD basis

Computed properties:
LUMO (spin up / spin down): 0.1591 / 0.0958 Ha
Electronic energy: -145342.702 eV
Maximum force: 5.17 eV/A
Highest occupied orbital energy (spin up / spin down): -2.3814 / -2.7709 eV
Charge: -2
Spin multiplicity: 6
Orbital gap (spin up / spin down): 0.2466 / 0.1977 hartree

Each line ends with the Mulliken charge.
Geometry (Å):
Cr  -19.4142  27.7165  -21.7804  0.7567
Br  -19.0122  27.2306  -24.2884  -0.7488
C  -20.5593  27.2976  -17.5599  -0.1702
C  -19.9410  28.2019  -18.5699  0.1632
C  -19.8004  29.7776  -18.1739  0.6328
O  -19.4842  30.6553  -18.9847  -0.4914
C  -20.1788  30.1892  -16.8271  -0.7695
C  -20.7525  29.2340  -15.9606  0.4982
C  -20.8825  27.7658  -16.3072  0.1929
O  -21.3907  26.8919  -15.5205  -0.7742
O  -21.0208  29.5812  -14.7302  -0.6159
O  -19.6733  27.7540  -19.6818  0.3514
H  -20.7908  26.2992  -17.9005  0.3572
H  -20.1648  31.2525  -16.6383  0.4537
O  -23.4007  29.0481  -22.0464  -0.5418
C  -22.2092  29.5905  -21.7022  0.6248
O  -22.0422  30.6362  -21.0487  -0.7248
O  -21.2216  28.9024  -21.9856  -0.4752
H  -23.0954  28.1585  -22.2385  0.3397
O  -15.8795  29.9734  -20.7379  -0.5395
C  -17.1090  29.6243  -21.2053  0.7762
O  -17.9255  30.4306  -21.5874  -0.6290
O  -17.3979  28.4004  -21.2810  -0.6414
H  -15.6723  29.0636  -20.5120  0.3034
F  -21.1698  26.0297  -21.8082  -0.1869
C  -22.5258  25.9140  -21.5276  -0.0970
C  -23.3799  25.7166  -22.5837  -0.4697
C  -24.7340  25.5756  -22.2951  -0.0930
C  -25.1718  25.5179  -20.9675  -0.5578
C  -24.2609  25.7182  -19.9262  -0.4552
C  -22.9189  25.9026  -20.2189  -0.0440
H  -23.0440  25.7481  -23.6097  0.3895
H  -25.4341  25.6654  -23.1125  0.3423
H  -26.2276  25.5842  -20.7499  0.3226
H  -24.5474  25.8388  -18.8919  0.4099
H  -22.1905  26.1780  -19.4707  0.3318
F  -18.5040  25.8241  -21.1201  0.2152
C  -17.9561  25.0265  -20.1725  -0.0143
C  -16.9681  24.1264  -20.7017  -0.4600
C  -16.3770  23.1823  -19.8558  -0.4470
C  -16.7179  23.1132  -18.4909  -0.4073
C  -17.6466  24.0103  -17.9851  -0.5905
C  -18.2258  24.9738  -18.8193  -0.3311
H  -16.7921  24.0847  -21.7664  0.4046
H  -15.7254  22.4304  -20.2758  0.3406
H  -16.3314  22.3425  -17.8405  0.3578
H  -17.9301  23.9777  -16.9435  0.4275
H  -18.9663  25.7033  -18.5262  0.2831